ORCA calculation (ωB97M-V/def2-TZVPD) on a molecular structure, C5H11BiO3 at a distorted geometry.

Each line ends with the Mulliken spin population.
Positions of all 20 atoms, in Å:
C (0.2600, 1.6779, -0.5766)  0.36
O (-0.2116, 0.4617, 0.0497)  0.01
C (-0.0282, -0.7567, -0.6415)  0.00
C (1.4354, -1.0881, -0.8594)  0.00
O (2.0835, -1.0183, 0.4030)  -0.01
C (2.7132, -2.1990, 0.8697)  0.00
H (0.5053, 2.5738, 0.0103)  0.00
H (0.7130, 1.4679, -1.5644)  -0.01
H (-0.5424, -0.7274, -1.6137)  0.00
H (-0.4875, -1.5095, 0.0139)  0.01
H (1.9492, -0.3658, -1.5092)  0.00
H (1.5154, -2.0653, -1.3561)  0.00
H (2.0619, -2.6638, 1.6202)  -0.01
H (2.8907, -2.9044, 0.0468)  0.00
H (3.6718, -1.9184, 1.3254)  0.00
Bi (1.5815, 0.7066, 1.5469)  0.18
O (-2.0839, 3.0188, -0.3994)  0.55
C (-1.2554, 2.6539, -1.3259)  -0.11
H (-0.6669, 3.4547, -1.8386)  0.01
H (-1.6363, 1.9635, -2.1176)  0.01

Force components x, y, z for each atom (eV/Å):
-2.0 0.3 -2.1
0.5 1.9 0.6
-0.2 -0.8 -0.9
-0.4 0.5 -1.1
0.4 -1.4 -1.5
0.6 -1.2 1.0
0.0 -1.0 0.0
0.2 0.4 1.0
0.0 0.0 0.3
0.0 0.2 -0.3
-0.2 -0.1 0.1
0.1 0.1 0.5
0.2 0.0 -0.1
0.0 0.4 0.2
-0.3 -0.1 -0.2
0.4 1.5 2.3
1.5 -0.9 -0.9
-1.1 0.8 -0.2
0.1 -0.3 0.6
0.2 -0.3 0.7

Properties
frontier orbital gap (alpha / beta) = 6.283 / 6.466 eV
⟨S²⟩ = 1.115
HOMO (alpha / beta) = -0.415 / -0.423 Ha
relative energy (zero: lowest compared OMol25 entry of this formula, charge and spin) = 295.6 kJ/mol
E_LUMO (alpha / beta) = -0.184 / -0.185 Ha
charge = +1
2S+1 = 2

***

ORCA calculation (ωB97M-V/def2-TZVPD) on a molecular structure, C5H11BrN2O3PS at a distorted geometry.

Each line ends with the Löwdin charge.
Positions of all 24 atoms, in Å:
N (1.2871, 4.1710, -1.0736)  0.25
C (0.7296, 3.2106, -0.9617)  -0.44
O (0.0265, 2.0675, -1.0706)  -0.24
S (0.6254, 1.0307, 0.1136)  0.94
C (2.3713, 0.7665, -0.3366)  -0.31
C (2.8431, -0.6918, -0.1099)  -0.26
N (2.1723, -1.7347, -0.2892)  0.14
P (0.3835, 2.1341, 1.9802)  0.45
O (-0.5908, 1.1187, 2.8501)  -0.35
Br (2.3064, 2.2221, 3.0822)  0.42
H (2.5796, 1.1041, -1.3676)  0.13
H (2.9778, 1.4206, 0.3226)  0.06
H (3.8879, -0.8114, 0.2259)  0.13
H (1.2322, -1.4718, -0.6186)  0.03
H (-1.0382, 0.4852, 2.2576)  0.04
C (-3.0756, -2.2855, -0.6950)  -0.07
C (-2.0290, -1.3913, -0.0646)  -0.32
O (-1.1055, -0.9160, -1.0514)  -0.16
H (-2.6027, -3.1363, -1.1861)  0.09
H (-3.7755, -2.6557, 0.0546)  0.09
H (-3.6365, -1.7435, -1.4597)  0.08
H (-1.4565, -1.9424, 0.6838)  0.12
H (-2.5009, -0.5280, 0.4237)  0.11
H (-1.6111, -0.4230, -1.7097)  0.09

Force components x, y, z for each atom (eV/Å):
2.4 3.9 0.0
-3.1 -4.1 -0.9
1.4 0.7 1.8
0.4 -2.3 -1.1
1.3 0.6 0.6
0.2 0.0 0.1
-0.7 0.4 -0.3
-1.1 1.8 1.8
1.3 0.2 -1.5
-0.6 -0.6 -0.6
-0.5 -0.2 0.2
-0.4 -0.2 -0.3
-0.4 0.4 -0.1
-0.1 -0.5 0.0
-0.1 -0.1 0.5
0.0 -0.1 0.0
-0.2 0.0 -0.2
0.1 0.1 0.0
0.0 0.0 0.1
0.0 0.0 0.0
-0.1 0.0 0.1
0.1 0.0 -0.1
-0.1 -0.1 0.1
0.0 -0.2 -0.1

Properties
frontier orbital gap = 8.210 eV
HOMO = -0.515 Ha
E_LUMO = -0.213 Ha
charge = +1

***

ORCA calculation (ωB97M-V/def2-TZVPD) on 2 unconnected molecules or ions with the total composition C5H11BrN2O4 at a distorted geometry.

Each line ends with the Löwdin charge.
Positions of all 23 atoms, in Å:
C (-2.5080, -0.9102, 0.1493)  -0.05
C (-1.6765, 0.5237, -1.6680)  -0.06
C (1.7355, 1.9321, 0.7490)  -0.30
C (-0.3529, -1.3368, -0.8033)  -0.33
C (2.3958, 0.5559, 0.3849)  -0.61
N (-1.5212, -0.6985, -0.8939)  -0.17
N (1.8513, -0.4977, 0.9951)  -0.36
O (0.9695, -0.4826, 1.9049)  -0.04
O (2.2310, -1.6891, 0.5775)  0.00
O (0.4422, 1.9142, 1.1340)  -0.06
O (-0.0712, -2.2598, -0.0579)  0.00
Br (3.8189, 0.4316, -0.8233)  0.81
H (-3.2647, -1.6825, -0.1482)  0.10
H (-2.2043, -1.2258, 1.0895)  0.06
H (-3.1230, 0.0045, 0.3598)  0.10
H (-1.3943, 1.4426, -1.0737)  0.10
H (-0.9728, 0.4537, -2.4301)  0.05
H (-2.8009, 0.6201, -2.1149)  0.15
H (2.4472, 2.3747, 1.5820)  0.15
H (1.7204, 2.6264, -0.0258)  0.09
H (0.3791, -0.8949, -1.4375)  0.13
H (0.3530, 1.2043, 1.8165)  0.08
H (1.5459, -2.4061, 0.7344)  0.14

Force components x, y, z for each atom (eV/Å):
-3.1 0.3 -1.4
-2.4 0.8 0.7
3.3 -0.5 2.4
0.0 -0.1 0.4
-2.2 -0.1 1.2
-1.1 0.5 1.4
-0.1 1.4 -0.6
0.4 0.4 0.0
2.0 -2.1 -0.4
-1.8 -1.0 1.1
-1.2 -0.5 -0.1
-0.5 -0.1 0.3
0.6 0.5 -0.1
1.6 -0.6 1.5
0.8 -0.5 -0.6
-0.7 -0.9 -0.4
1.0 0.1 -1.8
2.9 -0.3 1.1
-1.1 -0.6 -1.3
0.9 0.8 -1.8
1.0 0.3 -1.0
-0.1 0.3 -0.6
0.0 1.7 0.0

Properties
frontier orbital gap = 9.271 eV
HOMO = -0.319 Ha
SMILES string = [O-]/[N+](O)=C(/Br)CO.CN(C)C=O
relative energy (zero: lowest compared OMol25 entry of this formula, charge and spin) = 0.0 kJ/mol
E_LUMO = 0.022 Ha
charge = 0

***

ORCA calculation (ωB97M-V/def2-TZVPD) on 2 unconnected molecules or ions with the total composition C5H11BrN3O3 at a distorted geometry.

Each line ends with the Löwdin charge.
Positions of all 23 atoms, in Å:
C (-0.8402, -0.1358, 1.2213)  -0.44
C (1.0584, -0.0286, 2.6649)  0.01
C (0.0591, 2.0591, 1.8599)  0.00
C (0.8257, -1.1715, -3.9474)  -0.04
C (-1.7329, 0.3596, 0.2582)  -0.44
N (-0.6203, -0.9162, -2.0819)  -0.02
N (0.0575, 0.6174, 1.8427)  -0.11
N (0.0683, -0.2562, -1.3930)  -0.14
O (-0.7605, -1.4330, 1.4926)  0.11
O (1.0657, 0.3052, -1.0517)  0.10
O (-0.3895, -1.4724, -3.2769)  -0.08
Br (-3.0404, -0.7498, -0.4966)  0.93
H (0.6179, -0.3887, 3.5968)  0.12
H (1.4809, -0.8849, 2.1412)  0.11
H (1.8477, 0.6820, 2.8911)  0.11
H (0.8762, 2.4456, 1.2487)  0.12
H (-0.8801, 2.4708, 1.5059)  0.09
H (0.2099, 2.3953, 2.8862)  0.11
H (1.7003, -1.3526, -3.3202)  0.09
H (0.8295, -0.1410, -4.3102)  0.10
H (0.8338, -1.8570, -4.7924)  0.11
H (-1.8227, 1.4043, 0.0250)  0.07
H (-1.4442, -1.9514, 1.0361)  0.09

Force components x, y, z for each atom (eV/Å):
0.5 -0.2 0.4
0.5 -0.5 0.4
0.0 0.7 -0.2
0.8 0.3 -0.3
-0.8 -0.5 -0.8
-1.6 -0.6 0.1
-0.7 -0.7 -0.3
-0.4 0.6 0.9
0.1 0.3 0.1
1.4 0.4 -0.3
0.2 -0.5 -0.7
0.4 0.6 0.7
0.0 0.1 0.0
0.0 0.1 0.0
0.0 0.0 -0.1
0.0 0.0 0.0
0.0 0.0 0.0
-0.1 -0.1 0.0
-0.1 -0.1 0.0
0.0 0.0 0.1
0.0 0.1 0.1
0.0 0.1 0.0
0.0 0.2 -0.1

Properties
frontier orbital gap (alpha / beta) = 7.048 / 8.278 eV
HOMO (alpha / beta) = -0.478 / -0.478 Ha
relative energy (zero: lowest compared OMol25 entry of this formula, charge and spin) = 20.4 kJ/mol
E_LUMO (alpha / beta) = -0.219 / -0.173 Ha
charge = +1

***

ORCA calculation (ωB97M-V/def2-TZVPD) on 2 unconnected molecules or ions with the total composition C5H11BrOSi at a distorted geometry.

Each line ends with the Löwdin charge.
Positions of all 19 atoms, in Å:
C (-1.7466, 0.6767, 0.4811)  -0.24
C (0.4738, 0.2904, -1.5957)  -0.15
C (1.1174, 1.3685, 1.0562)  -0.19
C (0.4366, -1.6343, 1.0709)  -0.19
C (-3.0063, -0.3831, -1.1755)  -0.66
O (-2.3297, 1.4927, 1.0827)  0.06
Si (0.0656, 0.0576, 0.2341)  0.52
Br (-2.4342, -2.1584, -1.1074)  0.57
H (0.3496, 1.2367, -1.8967)  -0.01
H (1.5329, 0.1001, -1.5015)  0.04
H (-0.0654, -0.3083, -2.2828)  0.01
H (0.7961, 1.8607, 2.0427)  0.07
H (2.0620, 0.8543, 1.2381)  0.02
H (1.4726, 2.1397, 0.4171)  0.01
H (-0.4312, -1.8690, 1.7841)  0.06
H (0.6660, -2.4466, 0.2451)  0.08
H (1.2332, -1.5139, 1.6765)  -0.05
H (-3.9946, -0.1614, -0.6691)  0.01
H (-2.6978, 0.1797, -2.1301)  0.02

Force components x, y, z for each atom (eV/Å):
-1.9 -0.7 -1.9
0.1 -2.9 2.5
0.1 0.0 1.9
-3.6 -0.9 -2.9
0.9 3.4 1.5
0.5 -0.5 -0.1
0.2 0.2 0.1
0.0 -0.7 -0.2
-0.4 3.8 -0.8
0.5 -0.4 -0.7
-0.1 -1.1 -0.6
0.3 -0.9 -1.4
0.2 -0.2 0.5
-0.3 1.0 -0.8
1.1 -0.2 -1.4
-0.8 1.4 1.9
3.0 0.4 1.9
1.2 -0.5 -1.1
-0.9 -1.1 1.5

Properties
frontier orbital gap (alpha / beta) = 7.876 / 7.876 eV
HOMO (alpha / beta) = -0.268 / -0.268 Ha
relative energy (zero: lowest compared OMol25 entry of this formula, charge and spin) = 376.4 kJ/mol
E_LUMO (alpha / beta) = 0.021 / 0.021 Ha
charge = 0

***

ORCA calculation (ωB97M-V/def2-TZVPD) on a molecular structure, C5H11CaO2P at a distorted geometry.

Each line ends with the Löwdin charge.
Positions of all 20 atoms, in Å:
C (2.9140, -0.8605, 0.2344)  -0.06
C (2.1315, 0.2471, -0.4165)  -0.30
O (0.7188, -0.1055, -0.4221)  -0.44
P (-0.3172, 0.8356, -1.2452)  1.00
C (-1.5388, 1.0959, 0.1322)  -0.40
C (-2.1236, -0.3123, 0.4577)  -0.45
C (-2.2117, -1.2583, -0.7366)  -0.01
O (-3.3670, -0.5715, 0.0772)  -0.01
H (2.6580, -1.8261, -0.1911)  0.09
H (2.7568, -0.8880, 1.3107)  0.08
H (3.9741, -0.6890, 0.0613)  0.10
H (2.4699, 0.4011, -1.4398)  0.12
H (2.2673, 1.1876, 0.1289)  0.10
H (0.3048, 2.1353, -1.2102)  -0.03
H (-2.3850, 1.7299, -0.1537)  0.13
H (-1.0810, 1.3694, 1.0684)  -0.15
H (-1.8207, -0.7773, 1.4010)  0.15
H (-1.7787, -2.0724, -0.0976)  0.11
H (-2.7809, -1.9925, -1.3070)  0.16
Ca (-0.7907, 2.3513, 2.3482)  1.82

Force components x, y, z for each atom (eV/Å):
0.1 0.0 0.1
0.2 -0.3 -0.1
0.2 0.4 0.4
-0.2 0.1 -0.7
-0.9 -1.0 -0.3
0.6 1.7 -2.1
-0.1 -1.9 3.0
-0.4 -0.9 0.7
0.0 -0.1 -0.1
-0.1 -0.1 0.1
0.1 0.0 0.0
-0.1 0.0 -0.1
-0.1 0.1 0.0
0.2 0.0 0.4
0.1 0.4 0.1
-0.2 -1.6 -2.0
0.4 0.1 0.0
-0.7 -0.5 0.0
0.3 1.2 -2.0
0.7 2.3 2.6

Properties
frontier orbital gap = 5.088 eV
HOMO = -0.573 Ha
E_LUMO = -0.386 Ha
charge = +2